1.
Formula: C46H32AsClIN5O3PPtS2
Source: OMol25
Level of theory: ωB97M-V with the def2-TZVPD basis set

Each line ends with the Mulliken charge.
Positions of all 93 atoms, in Å:
Pt  1.69  0.47  -0.02  3.675
Cl  8.71  2.67  0.18  -0.300
C  7.16  1.88  0.34  0.635
C  7.11  0.57  0.70  -0.608
C  5.88  -0.10  0.82  -0.364
I  5.88  -2.11  1.36  0.019
C  4.66  0.53  0.60  0.295
O  3.55  -0.12  0.74  -0.758
C  4.72  1.93  0.23  0.271
N  3.55  2.57  0.03  0.033
C  3.55  3.83  -0.32  -0.200
C  4.73  4.58  -0.49  -1.072
C  5.93  3.96  -0.28  -0.753
C  5.96  2.60  0.10  -0.014
H  8.03  0.03  0.89  0.398
H  2.58  4.30  -0.47  0.412
H  4.68  5.62  -0.78  0.404
H  6.86  4.50  -0.40  0.409
N  1.05  0.70  1.90  -1.011
C  0.87  1.01  3.00  0.645
C  0.60  1.40  4.30  0.057
C  -0.17  2.57  4.50  0.186
N  -0.79  3.53  4.65  -0.605
C  1.00  0.60  5.39  -0.033
N  1.34  -0.05  6.29  -0.629
C  -1.55  -0.29  0.06  -0.785
C  -1.12  -1.73  -0.16  0.504
As  -2.20  -3.12  0.74  0.146
C  -2.34  -2.20  2.46  0.186
C  -3.18  -1.13  2.74  -0.004
C  -3.09  -0.46  3.96  -0.571
C  -2.15  -0.86  4.90  -0.611
C  -1.32  -1.93  4.64  -0.684
C  -1.42  -2.60  3.42  -0.557
C  -3.92  -2.70  -0.10  0.071
C  -5.12  -2.69  0.61  -0.434
C  -6.33  -2.48  -0.04  -0.530
C  -6.35  -2.29  -1.41  -0.569
C  -5.17  -2.33  -2.13  -0.508
C  -3.96  -2.54  -1.48  -0.112
P  -0.39  0.92  -0.67  -0.859
C  -1.00  2.51  -0.02  1.136
C  -0.19  3.32  0.78  -0.269
C  -0.70  4.49  1.32  -1.122
C  -2.01  4.86  1.06  -0.600
C  -2.81  4.07  0.25  -0.749
C  -2.31  2.90  -0.29  -0.687
C  -0.79  1.05  -2.43  0.719
C  -1.78  0.28  -3.02  -0.169
C  -2.07  0.43  -4.37  -0.447
C  -1.37  1.36  -5.13  -0.662
C  -0.39  2.14  -4.54  -0.648
C  -0.10  1.99  -3.19  -0.610
H  -1.53  -0.05  1.12  0.216
H  -2.57  -0.10  -0.30  0.887
H  -0.10  -1.87  0.22  0.291
H  -1.09  -2.00  -1.22  -1.132
H  -3.90  -0.79  2.00  0.426
H  -3.74  0.39  4.16  0.386
H  -2.06  -0.32  5.84  0.428
H  -0.57  -2.22  5.36  0.462
H  -0.76  -3.44  3.22  0.383
H  -5.11  -2.84  1.69  0.500
H  -7.25  -2.47  0.53  0.390
H  -7.30  -2.13  -1.92  0.371
H  -5.18  -2.20  -3.21  0.446
H  -3.05  -2.60  -2.07  0.369
H  0.83  3.02  0.98  0.559
H  -0.08  5.09  1.97  0.444
H  -2.41  5.77  1.50  0.377
H  -3.83  4.36  0.04  0.428
H  -2.93  2.29  -0.93  0.305
H  -2.33  -0.46  -2.45  -0.150
H  -2.82  -0.20  -4.83  0.453
H  -1.59  1.47  -6.18  0.373
H  0.16  2.86  -5.13  0.427
H  0.68  2.58  -2.73  0.439
O  0.92  -3.67  -4.93  -0.759
S  0.40  -2.99  -3.78  1.091
O  -1.03  -2.91  -3.63  -0.516
N  1.04  -1.45  -3.67  -0.528
C  1.73  -1.32  -2.60  0.294
S  2.50  0.18  -2.18  -0.522
C  1.86  -2.55  -1.75  0.117
C  2.58  -2.75  -0.58  0.624
C  2.48  -3.99  0.04  -0.634
C  1.70  -5.01  -0.50  -0.559
C  1.01  -4.83  -1.69  -0.791
C  1.12  -3.59  -2.29  0.178
H  3.18  -1.96  -0.16  -0.039
H  3.02  -4.16  0.96  0.413
H  1.63  -5.96  0.02  0.392
H  0.41  -5.61  -2.13  0.493

Energy above the lowest of the compared OMol25 structures with the same formula, charge and spin   0.000 eV
E_HOMO   -5.5 eV
Total charge   -1
E_LUMO   0.0675 Eh
Orbital gap   7.305 eV

=====

2.
Formula: C46H35AlN4O10S2
Source: OMol25
Level of theory: ωB97M-V with the def2-TZVPD basis set

Each line ends with the Mulliken charge.
Positions of all 98 atoms, in Å:
Al  0.37  -0.73  0.33  0.740
O  0.65  -2.35  1.43  -0.131
C  -0.45  -3.21  1.75  -0.630
C  -1.70  -2.42  1.45  0.663
C  -2.95  -2.86  1.82  -0.961
C  -4.04  -2.06  1.56  -0.512
C  -3.85  -0.82  0.95  -1.228
C  -2.57  -0.45  0.61  0.013
N  -1.51  -1.24  0.83  0.347
H  1.49  -2.64  1.81  0.402
H  -0.42  -3.48  2.81  0.502
H  -0.41  -4.12  1.15  0.353
H  -3.07  -3.82  2.31  0.547
H  -5.04  -2.38  1.83  0.458
H  -4.67  -0.15  0.75  0.567
H  -2.37  0.51  0.15  0.658
C  2.31  -1.01  -6.68  -1.427
C  1.53  -0.42  -5.53  0.788
C  0.14  -0.44  -5.52  -1.245
C  -0.57  0.10  -4.45  -0.644
C  0.14  0.66  -3.40  1.109
C  1.54  0.70  -3.38  -0.566
C  2.22  0.16  -4.45  -0.821
S  -0.75  1.30  -2.03  -0.062
O  -0.11  0.60  -0.83  0.087
C  -0.14  2.98  -1.90  1.074
C  0.48  3.57  -3.03  -1.211
C  0.89  4.87  -2.96  -1.284
C  0.72  5.62  -1.77  0.841
C  1.16  6.97  -1.69  -1.112
C  0.96  7.70  -0.56  -0.720
C  0.30  7.12  0.55  -0.959
C  -0.13  5.83  0.50  -1.133
C  0.07  5.04  -0.66  1.069
C  -0.38  3.69  -0.75  -0.393
C  -1.20  3.19  0.40  0.484
C  -2.60  3.49  0.40  1.244
C  -3.24  4.09  -0.71  -1.017
C  -4.58  4.34  -0.69  -0.851
C  -5.36  4.01  0.45  -0.757
C  -4.77  3.44  1.54  -1.056
C  -3.38  3.16  1.54  0.863
C  -2.75  2.58  2.68  -1.228
C  -1.42  2.29  2.67  -1.017
C  -0.66  2.59  1.51  0.946
S  0.98  1.90  1.42  1.403
O  0.62  0.41  1.75  -0.212
C  1.74  2.47  2.90  0.018
C  2.26  1.56  3.81  -0.447
C  2.93  2.05  4.92  -0.771
C  3.11  3.42  5.11  0.899
C  3.88  3.93  6.30  -1.520
C  2.59  4.30  4.16  -0.803
C  1.91  3.84  3.05  -0.683
H  1.65  -1.34  -7.49  0.405
H  2.89  -1.87  -6.36  0.255
H  3.00  -0.28  -7.09  0.360
H  -0.40  -0.89  -6.34  0.388
H  -1.65  0.07  -4.44  0.525
H  2.07  1.15  -2.55  0.715
H  3.30  0.18  -4.46  0.652
H  0.62  3.01  -3.94  0.673
H  1.36  5.33  -3.81  0.450
H  1.66  7.41  -2.55  0.490
H  1.29  8.73  -0.51  0.431
H  0.14  7.71  1.44  0.482
H  -0.65  5.40  1.36  0.565
H  -2.66  4.37  -1.58  0.441
H  -5.06  4.80  -1.55  0.489
H  -6.42  4.22  0.45  0.434
H  -5.35  3.20  2.42  0.508
H  -3.34  2.38  3.57  0.436
H  -0.94  1.83  3.52  0.585
H  2.12  0.50  3.67  0.404
H  3.33  1.36  5.65  0.422
H  3.51  3.48  7.22  0.380
H  3.80  5.01  6.39  0.372
H  4.93  3.67  6.21  0.321
H  2.72  5.37  4.30  0.371
H  1.51  4.53  2.32  0.326
O  6.72  -2.64  -3.75  -0.602
N  5.55  -2.91  -3.87  1.045
O  5.06  -3.58  -4.74  -0.605
C  4.63  -2.33  -2.86  -0.838
C  5.15  -1.49  -1.88  -0.649
C  4.29  -0.93  -0.98  -0.539
C  2.91  -1.21  -0.95  0.596
O  2.15  -0.70  -0.04  -0.414
C  2.46  -2.06  -1.99  0.875
C  3.30  -2.61  -2.94  -0.490
N  1.05  -2.31  -2.15  0.934
O  0.64  -2.75  -3.19  -0.570
O  0.25  -2.07  -1.21  -0.548
N  4.85  0.01  0.01  1.036
O  5.92  -0.27  0.49  -0.575
O  4.21  1.02  0.23  -0.556
H  6.21  -1.28  -1.84  0.670
H  2.92  -3.24  -3.74  0.679

Energy above the lowest of the compared OMol25 structures with the same formula, charge and spin   0.000 eV
E_HOMO   -13.2 eV
Total charge   +2
E_LUMO   -0.2278 Eh
Orbital gap   6.973 eV

=====

3.
Formula: C46H35N3O4PdS3
Source: OMol25
Level of theory: ωB97M-V with the def2-TZVPD basis set

Each line ends with the Mulliken charge.
Positions of all 92 atoms, in Å:
Pd  0.47  -0.40  0.91  0.823
C  -3.19  -0.28  -3.98  -1.997
C  -2.01  0.65  -3.71  1.867
C  -1.77  1.57  -4.89  -1.739
O  -0.86  -0.14  -3.43  -0.533
C  -0.55  -0.05  -2.02  -0.136
C  -1.82  0.62  -1.47  -0.728
O  -2.22  1.45  -2.57  -0.281
C  -1.90  1.26  -0.07  2.721
O  -1.49  0.29  0.81  -0.642
C  -1.21  2.62  0.10  0.047
C  -0.45  2.85  1.24  -0.169
C  0.10  4.10  1.50  -0.886
C  -0.13  5.16  0.63  -0.660
C  -0.91  4.95  -0.50  -0.775
C  -1.45  3.69  -0.76  -0.101
C  -3.38  1.57  0.29  -0.292
C  -3.69  1.64  1.64  -0.650
C  -4.98  1.94  2.07  -0.868
C  -5.99  2.18  1.15  -0.615
C  -5.68  2.14  -0.20  -0.890
C  -4.39  1.85  -0.63  -0.407
C  0.88  0.53  -1.80  2.885
O  1.04  0.97  -0.50  -1.108
C  1.19  1.70  -2.75  -0.667
C  1.37  2.97  -2.22  -0.255
C  1.72  4.04  -3.04  -0.894
C  1.92  3.85  -4.40  -0.489
C  1.79  2.57  -4.93  -0.858
C  1.42  1.51  -4.12  0.142
C  1.95  -0.58  -2.09  0.028
C  1.72  -1.95  -1.93  -0.260
C  2.75  -2.87  -2.00  -0.794
C  4.05  -2.46  -2.23  -0.437
C  4.30  -1.10  -2.39  -0.996
C  3.26  -0.18  -2.32  -0.286
H  -2.96  -0.92  -4.83  0.456
H  -4.09  0.30  -4.20  0.318
H  -3.39  -0.91  -3.11  0.415
H  -1.49  0.99  -5.77  0.385
H  -0.97  2.28  -4.65  0.289
H  -2.69  2.12  -5.10  0.422
H  -0.55  -1.05  -1.61  0.266
H  -2.54  -0.20  -1.37  0.264
H  -0.27  2.02  1.91  0.294
H  0.71  4.24  2.38  0.404
H  0.30  6.13  0.83  0.340
H  -1.10  5.76  -1.19  0.426
H  -2.05  3.54  -1.65  0.251
H  -2.89  1.49  2.35  0.819
H  -5.19  1.99  3.14  0.410
H  -6.99  2.41  1.48  0.356
H  -6.45  2.34  -0.94  0.419
H  -4.17  1.83  -1.69  0.390
H  1.25  3.09  -1.16  0.378
H  1.84  5.03  -2.61  0.413
H  2.21  4.68  -5.04  0.360
H  1.96  2.40  -5.99  0.363
H  1.33  0.52  -4.53  0.358
H  0.74  -2.33  -1.69  0.215
H  2.53  -3.92  -1.83  0.392
H  4.86  -3.18  -2.27  0.378
H  5.31  -0.75  -2.55  0.348
H  3.49  0.87  -2.41  0.365
S  -0.05  -2.66  1.63  -0.643
C  1.52  -3.38  1.86  0.570
C  1.64  -4.72  2.23  -0.942
C  2.88  -5.34  2.38  0.713
C  2.94  -6.73  2.75  -0.170
N  2.99  -7.84  3.06  -0.638
C  4.05  -4.59  2.16  0.671
C  3.94  -3.25  1.82  -1.027
C  2.70  -2.62  1.69  0.502
S  2.63  -0.93  1.31  -0.558
C  5.35  -5.19  2.29  -0.206
N  6.39  -5.67  2.40  -0.640
H  0.74  -5.30  2.40  0.466
H  4.84  -2.67  1.64  0.477
S  -2.74  -2.02  4.80  -0.337
C  -2.08  -0.79  3.75  -0.321
N  -0.83  -0.56  3.88  -0.073
C  -0.27  -1.39  4.82  -0.619
C  1.10  -1.45  5.10  -0.108
C  1.54  -2.35  6.03  -0.563
C  0.65  -3.20  6.70  -0.412
C  -0.71  -3.17  6.42  -0.519
C  -1.16  -2.26  5.47  0.928
H  -2.69  -0.34  2.98  0.449
H  1.77  -0.81  4.53  0.300
H  2.60  -2.43  6.24  0.380
H  1.02  -3.92  7.42  0.355
H  -1.39  -3.85  6.91  0.367

Energy above the lowest of the compared OMol25 structures with the same formula, charge and spin   0.000 eV
E_HOMO   -1.9 eV
Total charge   -2
E_LUMO   0.1455 Eh
Orbital gap   5.841 eV